(1)
45
Properties=species:S:1:pos:R:3:mulliken_charge:R:1 method="wB97M-V/def2-TZVPD" total_charge=0 homo_lumo_gap_ev=8.16 e_homo_ha=-0.2790 de_lowest_kj_mol=2279.1
C -0.149 1.689 0.455 2.253
C 0.232 2.832 -0.497 -1.300
O 0.121 2.557 -1.911 -0.614
O -1.568 1.467 0.213 -0.621
H 0.001 1.923 1.509 0.067
H 0.540 0.898 0.155 -3.818
H 1.291 3.040 -0.341 0.473
H -0.217 3.743 -0.101 0.416
H 0.925 2.873 -2.330 0.366
H -1.675 1.515 -0.740 0.103
C 2.085 0.162 0.732 -0.146
O 3.461 -0.351 0.592 -0.611
H 1.358 -0.634 0.565 -0.270
H 1.763 0.385 1.749 0.585
H 1.851 1.052 0.148 0.671
H 4.060 0.365 0.815 0.374
C 2.371 0.710 -2.137 -0.319
O 1.686 1.868 -2.445 -0.413
H 2.425 0.080 -3.024 0.374
H 3.364 0.995 -1.789 0.177
H 1.844 0.129 -1.380 0.361
H 2.106 2.122 -3.270 0.346
C -3.020 0.129 -1.557 -0.677
O -2.113 -0.817 -0.821 -0.379
H -3.009 -0.034 -2.635 0.299
H -3.996 0.155 -1.073 0.342
H -2.651 1.148 -1.441 0.424
H -2.370 -1.707 -1.075 0.423
C -0.160 0.025 1.722 -1.453
C -0.078 -1.081 0.578 2.036
C -0.923 -2.309 0.778 -1.441
O -0.424 -2.908 1.924 -0.363
C -1.208 -3.911 2.669 -0.807
N -0.319 -0.395 -0.752 -0.302
H -0.004 -0.421 2.705 0.312
H -1.191 0.341 1.880 0.605
H 0.377 0.970 1.637 0.314
H 0.995 -1.261 0.510 0.062
H -0.780 -2.916 -0.116 0.425
H -1.997 -2.141 0.858 0.507
H -1.519 -4.716 2.003 0.317
H -2.008 -3.475 3.267 0.312
H -0.585 -4.306 3.472 0.270
H -1.285 -0.109 -0.684 0.017
H 0.392 0.320 -0.813 0.302

(2)
57
Properties=species:S:1:pos:R:3:mulliken_charge:R:1 method="wB97M-V/def2-TZVPD" total_charge=-1 homo_lumo_gap_ev=7.49 e_homo_ha=-0.1961 de_lowest_kj_mol=0.0
C -2.064 -2.019 -3.167 -1.004
C -0.588 -1.595 -3.312 -0.226
N 0.315 -2.063 -2.255 -0.622
Nb 0.217 -1.281 -0.354 -0.403
Br 2.810 -1.666 -0.088 -0.449
C 0.495 0.905 -0.967 -0.746
P -0.643 1.989 -0.115 0.771
O -0.628 3.348 -0.714 -0.624
O -2.147 1.425 -0.160 -0.524
O -0.175 2.058 1.409 -0.474
H -2.483 -2.360 -4.116 0.340
H -2.661 -1.144 -2.893 0.189
H -2.217 -2.743 -2.369 0.286
H -0.529 -0.514 -3.445 0.221
H -0.235 -2.027 -4.259 0.364
H 0.233 -3.078 -2.230 0.170
H 0.028 -3.003 0.251 0.250
H 0.126 -0.777 1.409 0.096
H -1.564 -1.134 -0.410 0.019
H 0.449 1.079 -2.044 0.328
H 1.490 1.199 -0.624 0.436
H -2.355 1.124 -1.050 0.310
H -0.799 1.628 2.006 0.312
C 1.240 5.615 -0.921 -0.728
O 2.084 6.764 -1.234 -0.271
P 1.548 8.217 -0.903 0.963
O 1.052 8.887 -2.114 -0.680
O 2.923 8.840 -0.354 -0.353
C 4.049 8.866 -1.220 -0.677
O 0.736 8.644 0.388 -0.269
C -0.696 8.492 0.344 -0.581
H 1.769 4.719 -1.222 0.238
H 1.043 5.566 0.148 0.390
H 0.300 5.669 -1.466 0.386
H 3.747 9.032 -2.256 0.328
H 4.604 7.929 -1.148 0.249
H 4.689 9.686 -0.899 0.227
H -0.990 7.538 -0.091 0.282
H -1.129 9.306 -0.234 0.259
H -1.053 8.537 1.369 0.241
C -0.720 -8.390 4.258 -0.723
O 0.025 -7.526 3.393 -0.268
P -0.604 -7.083 1.976 0.897
O -0.014 -7.902 0.909 -0.669
O -0.141 -5.570 2.006 -0.198
C 1.247 -5.246 2.110 -0.480
O -2.116 -6.715 1.668 -0.240
C -3.013 -7.788 1.342 -0.641
H -0.116 -8.564 5.144 0.230
H -1.661 -7.927 4.560 0.328
H -0.918 -9.347 3.769 0.320
H 1.868 -5.972 1.583 0.324
H 1.537 -5.212 3.161 0.241
H 1.397 -4.265 1.668 0.045
H -2.882 -8.647 2.000 0.293
H -2.853 -8.094 0.309 0.273
H -4.024 -7.406 1.458 0.243

(3)
65
Properties=species:S:1:pos:R:3:mulliken_charge:R:1 method="wB97M-V/def2-TZVPD" total_charge=0 homo_lumo_gap_ev=7.43 e_homo_ha=-0.3304 de_lowest_kj_mol=102.1
Cs 1.464 -0.038 -4.260 1.040
Cs 1.643 -3.650 -1.335 1.171
S 0.540 0.132 -0.772 2.045
O 1.560 -0.703 -1.348 -0.857
O 0.987 0.738 0.463 -0.868
O 0.168 1.198 -1.732 -0.816
O -0.592 -0.711 -0.455 -0.877
C 4.226 2.067 -1.011 0.419
O 5.220 2.755 -1.209 -0.719
N 3.468 2.196 0.097 -0.082
N 3.658 1.206 -1.864 -0.109
H 2.490 1.958 0.179 0.019
H 3.766 2.816 0.837 0.171
H 4.147 1.048 -2.734 0.144
H 2.749 0.834 -1.628 0.124
C 1.949 1.433 3.822 0.668
O 2.752 0.499 3.709 -0.704
N 1.781 2.070 4.941 -0.434
N 1.205 1.895 2.915 -0.182
H 0.942 2.596 5.140 0.173
H 2.411 1.759 5.666 0.274
H 1.218 1.515 1.979 0.232
H 0.546 2.651 3.032 0.193
C -2.805 0.627 -3.454 0.548
O -3.649 0.379 -4.266 -0.763
N -1.752 1.350 -3.699 -0.169
N -2.861 0.102 -2.305 0.122
H -1.843 1.819 -4.589 0.204
H -1.110 1.540 -2.942 0.076
H -3.679 -0.456 -2.108 0.141
H -2.130 0.330 -1.646 -0.104
C 0.607 4.360 -0.958 0.355
O 0.596 5.542 -0.760 -0.714
N 0.282 3.378 -0.132 0.002
N 0.844 3.751 -2.130 -0.334
H 0.348 2.442 -0.504 -0.178
H -0.094 3.614 0.775 0.120
H 0.854 4.242 -3.012 0.186
H 0.748 2.753 -2.007 0.530
C -2.944 0.099 1.741 0.364
O -3.748 0.328 2.638 -0.782
N -1.751 0.522 1.765 0.006
N -3.229 -0.488 0.598 -0.041
H -1.173 0.073 1.069 0.359
H -1.419 1.030 2.572 0.138
H -4.155 -0.745 0.287 0.161
H -2.434 -0.631 -0.008 0.107
C -1.834 -4.879 -1.713 -1.266
C -1.981 -3.479 -1.223 0.091
O -1.191 -2.615 -2.046 -0.604
H -0.889 -5.319 -1.394 0.259
H -1.910 -5.007 -2.793 0.299
H -2.513 -5.539 -1.173 0.363
H -1.814 -3.331 -0.156 0.061
H -2.997 -3.148 -1.439 0.173
H -1.050 -1.734 -1.692 0.391
C 0.868 -3.738 3.065 -1.392
C 0.047 -2.624 2.379 0.068
O 0.796 -2.181 1.281 -0.619
H 0.195 -4.372 3.641 0.388
H 1.776 -3.454 3.598 0.335
H 1.272 -4.482 2.378 0.291
H -0.061 -1.822 3.109 0.173
H -0.905 -3.033 2.042 0.197
H 0.391 -1.469 0.780 -0.561

(4)
52
Properties=species:S:1:pos:R:3:lowdin_spin:R:1 method="wB97M-V/def2-TZVPD" total_charge=-1 homo_lumo_gap_ev="1.74 / 9.01" e_homo_ha="0.0261 / -0.2452" multiplicity=2
C -1.726 2.141 1.765 0.031
O -3.111 2.568 1.723 0.007
H -1.501 1.725 0.783 0.001
H -1.021 2.861 2.182 0.014
H -1.618 1.375 2.532 0.015
H -3.494 1.932 1.114 0.000
C 6.497 -1.182 -0.979 0.011
O 5.085 -1.441 -0.896 0.009
H 7.079 -2.078 -1.199 0.001
H 6.664 -0.338 -1.649 0.001
H 6.796 -0.768 -0.016 0.003
H 4.600 -0.618 -0.990 0.001
C 4.068 1.375 -3.108 0.012
O 3.841 1.826 -1.809 0.008
H 5.042 1.764 -3.405 0.001
H 4.132 0.288 -3.056 0.001
H 3.355 1.631 -3.891 0.002
H 3.023 1.427 -1.503 0.001
C 0.067 -1.887 4.335 0.283
O 0.412 -0.770 3.458 0.161
H -0.969 -1.733 4.637 0.026
H 0.204 -2.913 3.994 0.024
H 0.702 -1.933 5.219 0.056
H 0.799 -0.083 4.006 0.104
C 1.608 -0.380 0.136 0.035
O 1.965 -0.120 -0.974 0.004
N 0.386 -0.276 0.557 0.013
N 2.326 -0.998 1.013 0.026
H -0.401 -0.066 -0.040 0.001
H 0.369 -0.525 1.535 0.012
H 3.207 -1.345 0.662 0.008
H 1.907 -1.276 1.889 0.024
C -1.196 0.930 -2.432 0.013
O -1.599 0.301 -1.498 0.003
N -2.051 1.638 -3.195 0.006
N 0.008 1.039 -2.882 0.007
H -3.045 1.697 -3.024 0.002
H -1.689 1.856 -4.112 0.005
H 0.517 0.319 -2.389 0.001
H 0.261 1.575 -3.699 0.005
C -3.719 -1.742 -0.007 0.021
C -4.622 -0.565 0.087 0.002
C -4.999 -0.380 1.480 0.011
O -3.866 0.621 -0.246 0.001
H -3.314 -1.931 -1.001 0.003
H -4.268 -2.678 0.103 0.003
H -2.820 -1.704 0.608 0.013
H -5.523 -0.442 -0.513 0.000
H -5.351 -1.365 1.787 0.003
H -5.664 0.453 1.706 0.001
H -4.133 -0.131 2.094 0.006
H -3.219 0.326 -0.891 0.000

(5)
70
Properties=species:S:1:pos:R:3:mulliken_charge:R:1 method="wB97M-V/def2-TZVPD" total_charge=0 homo_lumo_gap_ev=3.67 e_homo_ha=-0.2395
K -3.536 1.226 -1.014 0.995
O 2.547 3.573 -3.869 -0.432
C 1.521 4.414 -3.831 0.655
O 0.837 4.558 -2.830 -0.785
O 1.292 5.120 -4.827 -0.755
H 2.666 3.774 -4.800 0.317
C -2.554 7.116 -10.694 0.614
O -3.113 6.090 -10.256 -0.677
N -1.839 7.854 -9.905 -0.368
N -2.583 7.532 -11.970 -0.398
H -1.423 8.652 -10.363 0.169
H -1.444 7.361 -9.117 0.248
H -2.211 8.438 -12.215 0.177
H -3.272 7.085 -12.558 0.235
C 4.973 3.265 -9.652 0.682
O 4.973 2.172 -9.005 -0.691
N 5.656 4.251 -9.197 -0.366
N 4.574 3.441 -10.902 -0.372
H 5.811 4.994 -9.863 0.158
H 6.131 4.104 -8.318 0.233
H 3.907 2.871 -11.403 0.207
H 4.943 4.208 -11.445 0.150
C 10.018 3.275 -3.859 0.594
O 9.603 4.341 -4.107 -0.611
N 11.150 3.171 -3.319 -0.402
N 9.481 2.100 -4.151 -0.406
H 11.531 3.989 -2.864 0.219
H 11.705 2.388 -3.633 0.198
H 8.544 1.975 -4.507 0.219
H 9.844 1.236 -3.774 0.189
C 2.403 9.280 2.211 0.621
O 2.506 10.222 2.930 -0.605
N 1.832 8.151 2.311 -0.378
N 3.143 9.062 1.096 -0.358
H 1.664 7.501 1.557 0.175
H 1.262 7.993 3.130 0.202
H 3.710 9.808 0.717 0.187
H 3.035 8.141 0.696 0.157
C -1.975 -0.383 -9.353 0.619
O -1.744 -1.570 -9.479 -0.649
N -3.184 0.201 -9.329 -0.416
N -1.087 0.523 -9.221 -0.390
H -3.142 1.210 -9.352 0.188
H -3.985 -0.392 -9.493 0.221
H -0.121 0.226 -9.202 0.233
H -1.485 1.310 -8.730 0.195
C -4.730 7.945 -2.287 0.661
O -5.812 8.249 -1.921 -0.627
N -4.493 7.206 -3.331 -0.415
N -3.698 8.016 -1.466 -0.415
H -5.348 6.824 -3.709 0.219
H -3.550 6.903 -3.526 0.194
H -3.900 8.264 -0.508 0.209
H -2.802 7.737 -1.838 0.176
C 3.883 10.747 -5.063 0.674
O 4.539 11.653 -4.531 -0.686
N 2.641 10.542 -4.823 -0.387
N 4.315 9.701 -5.666 -0.370
H 2.198 9.771 -5.302 0.160
H 2.175 11.286 -4.325 0.219
H 3.637 8.975 -5.851 0.165
H 5.293 9.449 -5.646 0.226
C 5.517 -0.285 0.460 0.643
O 6.096 -0.965 1.288 -0.667
N 5.113 -0.663 -0.693 -0.389
N 5.440 1.021 0.604 -0.420
H 5.287 -1.646 -0.846 0.228
H 4.824 -0.043 -1.436 0.200
H 5.889 1.354 1.445 0.214
H 4.796 1.613 0.099 0.193